Record 1
DFT (wB97M-V/def2-TZVPD) results for C23H52O4P4Sn as an isolated structure at a distorted geometry.

```
84
Properties=species:S:1:pos:R:3:forces:R:3:lowdin_charge:R:1
Sn -0.314722 0.169033 -0.317533 2.22 -1.70 1.48 0.996
P -1.846111 -2.099826 0.102527 -1.31 -1.21 -0.37 0.769
P 1.682792 -1.434053 1.812392 0.77 -0.06 1.62 0.783
P 1.755933 -2.842316 -1.474463 1.66 -0.63 -0.95 0.827
H -0.720021 3.482602 -1.574550 -0.48 0.31 -0.04 0.054
C -1.280768 3.366330 -2.504310 0.44 0.30 -0.34 -0.019
C -2.531938 2.908260 -2.621575 -0.98 -0.09 -0.59 0.014
H -3.268878 2.792793 -1.815048 0.58 -0.33 -0.57 0.058
C -3.424962 -1.631121 0.875429 0.25 1.00 -0.01 -0.216
C -1.374968 -3.523547 1.146188 1.25 0.44 0.29 -0.203
C -2.356116 -2.957422 -1.433400 0.55 0.58 -0.47 -0.218
C 3.304551 -0.574442 1.860111 -0.16 0.45 -0.76 -0.258
C 1.260067 -1.193402 3.592671 -0.67 0.33 0.08 -0.241
C 2.284650 -3.160818 2.037022 -0.47 -0.49 -0.80 -0.242
C 1.502027 -2.938855 -3.296937 -0.84 0.20 -0.16 -0.266
C 2.362914 -4.570873 -1.174773 -0.72 -0.19 0.49 -0.248
C 3.409307 -2.021880 -1.422154 -0.24 0.41 0.27 -0.272
H -0.766085 3.726487 -3.409738 -0.05 -0.52 0.45 0.099
H -2.954909 2.717505 -3.616286 0.18 0.35 0.34 0.096
H -3.982142 -0.952078 0.220549 -0.01 -0.11 0.14 0.073
H -3.231543 -1.130393 1.832019 -0.15 -0.14 -0.14 0.048
H -4.010698 -2.544865 1.041097 0.23 0.13 -0.09 0.090
H -1.077371 -3.186797 2.146801 -0.09 -0.14 -0.16 0.060
H -0.550001 -4.085262 0.689652 -0.18 0.15 0.14 0.048
H -2.253112 -4.180171 1.238226 0.05 0.35 -0.23 0.097
H -2.514270 -2.221611 -2.236278 -0.10 -0.36 0.15 0.055
H -3.297723 -3.496834 -1.239057 0.33 0.21 0.05 0.091
H -1.572849 -3.669978 -1.738620 -0.31 0.26 0.09 0.057
H 3.841120 -0.911485 2.754894 -0.12 0.07 -0.24 0.072
H 3.130508 0.505119 1.922188 0.18 -0.08 0.05 0.044
H 3.899401 -0.785489 0.967223 -0.01 0.11 0.22 0.029
H 2.142135 -0.783460 4.106754 -0.39 -0.11 -0.10 0.071
H 1.010448 -2.164869 4.041483 -0.01 0.37 -0.09 0.061
H 0.404934 -0.515428 3.702656 0.35 -0.16 0.20 0.002
H 3.250725 -3.128947 2.556721 -0.25 0.07 -0.07 0.084
H 2.405696 -3.689681 1.086595 0.08 0.05 0.40 -0.016
H 1.562139 -3.712234 2.651834 0.23 0.05 -0.23 0.056
H 1.930804 -3.866832 -3.702324 -0.12 0.40 0.07 0.067
H 1.938513 -2.065094 -3.799340 -0.04 -0.17 0.17 0.038
H 0.420208 -2.930558 -3.484696 0.25 -0.17 -0.26 0.023
H 2.637357 -5.043355 -2.125925 -0.11 0.15 0.23 0.066
H 1.559322 -5.149888 -0.700160 0.35 -0.18 -0.17 0.048
H 3.237312 -4.570292 -0.514317 -0.25 -0.01 -0.16 0.052
H 3.940000 -2.185690 -2.368885 -0.13 -0.03 0.21 0.073
H 4.007606 -2.446095 -0.604679 -0.15 0.25 -0.22 0.051
H 3.265277 -0.947434 -1.260828 0.32 -0.08 -0.08 0.010
C 0.475296 0.784931 -3.367820 -1.14 0.04 2.31 -0.351
C 1.679635 1.504173 -3.514752 1.30 0.59 -0.64 0.060
C 2.325932 1.465732 -4.740625 0.74 0.76 2.38 0.035
C 1.727094 0.869981 -5.847769 -0.43 0.05 -0.76 0.098
C 0.535693 0.161326 -5.684826 -1.11 -1.13 0.30 0.030
C 0.004866 -0.016485 -4.424994 -0.39 -0.54 -1.78 0.056
O -0.291469 0.884546 -2.302880 0.61 0.23 -1.96 -0.259
H 1.420311 0.731148 -0.556254 -1.38 -0.75 0.41 0.034
H 2.073274 2.059799 -2.663439 0.02 -0.11 -0.30 0.140
H 3.321745 1.895141 -4.807731 -0.22 0.18 -0.21 0.151
H 2.181778 0.993253 -6.827469 -0.04 -0.18 0.03 0.162
H 0.038820 -0.319414 -6.520618 0.25 0.01 -0.07 0.150
H -0.821894 -0.683671 -4.209573 -0.11 0.16 -0.32 0.140
C -4.356116 3.715726 0.921782 -0.14 0.37 0.29 -0.030
C -2.895236 3.459083 0.630845 -0.25 0.49 -0.03 -0.228
O -2.507777 2.429549 1.590559 1.74 -1.58 -0.50 -0.242
P -1.191281 1.522840 1.682283 -1.61 2.21 4.98 0.662
O -1.579904 0.552231 2.927380 1.04 0.55 -3.11 -0.319
C -2.200576 0.989101 4.229158 -0.45 0.32 0.13 -0.170
C -1.156176 1.527765 5.154728 0.30 -0.03 0.00 -0.047
O -0.031843 2.465453 2.305769 -0.67 -1.44 -1.85 -0.261
C 0.891091 3.301815 1.483745 -0.27 0.09 0.04 -0.234
C 1.659983 4.131115 2.468984 0.33 0.05 0.18 -0.038
H -4.876390 2.798684 1.209731 0.12 0.04 -0.20 0.095
H -4.883531 4.169909 0.085838 0.11 0.01 -0.15 0.099
H -4.433832 4.414798 1.754285 -0.10 -0.07 0.03 0.100
H -2.724745 3.101856 -0.381272 0.14 -0.16 0.57 0.035
H -2.276378 4.353134 0.783071 -0.12 -0.25 0.13 0.140
H -2.975829 1.716693 3.979273 0.12 -0.11 0.03 0.124
H -2.666009 0.077333 4.604705 0.07 0.05 -0.17 0.135
H -0.616598 2.356790 4.689819 -0.09 -0.06 0.26 0.077
H -1.642013 1.877679 6.066254 -0.05 0.08 -0.04 0.113
H -0.451541 0.749345 5.454359 -0.01 0.09 -0.05 0.085
H 1.534784 2.633326 0.896182 -0.09 0.07 0.21 0.082
H 0.304715 3.922491 0.793240 -0.06 -0.12 0.23 0.112
H 1.011818 4.567070 3.222793 -0.24 0.08 -0.07 0.101
H 2.399986 3.533468 2.992981 0.09 -0.10 0.02 0.093
H 2.175798 4.947499 1.973083 0.08 0.06 -0.16 0.104
```
Positions in Å, forces in eV/Å.

Kohn-Sham gap (spin up / spin down) = 0.125 / 0.109 Eh
charge = +4
energy above the lowest of the compared OMol25 structures with the same formula, charge and spin = 286.5 kJ/mol

***

Record 2
DFT (wB97M-V/def2-TZVPD) results for C23H53BeBrCa2F2IKNO10P2 as an isolated structure at a distorted geometry.

```
97
Properties=species:S:1:pos:R:3:forces:R:3:lowdin_charge:R:1
C -0.460114 -0.869549 4.837395 0.96 -0.90 -0.48 -0.157
C 0.702760 -0.710267 3.843150 -0.49 -0.54 -0.44 -0.252
C 0.336506 0.304221 2.777272 0.14 -0.19 0.29 -0.439
F 0.294275 1.551066 3.415134 -0.07 0.11 -0.10 -0.123
P 1.524187 0.343218 1.253155 0.00 0.15 0.86 0.954
C 1.320833 2.170620 1.076242 -0.56 -0.27 -1.02 -0.282
C -0.045649 2.770122 0.903312 -0.21 0.86 0.67 -0.415
C 0.013750 4.286709 1.439338 -0.33 -1.15 0.11 -0.753
I -1.007611 4.371475 3.292074 0.08 0.39 0.04 1.048
C 0.500728 -1.003495 0.471253 -0.52 -0.02 -0.17 -0.235
C -0.764627 -0.550277 -0.312411 -0.12 -0.01 0.33 -0.254
C -2.072234 -0.785365 0.446310 -0.06 -0.21 -0.54 -0.202
C -2.228290 -2.271786 0.813418 -1.02 1.68 0.40 -0.396
C -3.747482 -2.610613 1.025988 0.66 0.22 0.51 -0.268
C -4.516335 -1.636585 1.984022 -0.25 -0.19 0.04 -0.256
C -5.764491 -0.960880 1.383777 0.37 0.00 -0.30 -0.171
C -5.522461 -0.177632 0.091054 -0.08 0.26 0.01 -0.160
C -4.934530 1.214911 0.325431 0.07 0.10 -0.16 -0.225
O -5.249818 2.134718 -0.710008 0.16 0.05 0.08 -0.178
C -4.586636 1.881937 -1.926540 -0.04 -0.02 -0.11 -0.111
O 2.708126 0.311947 -0.028869 -0.61 -0.06 0.08 -0.328
C 2.251314 0.503348 -1.325063 0.95 -0.01 -0.19 -0.341
C 3.334073 1.121571 -2.202547 0.00 -0.03 -0.29 -0.313
C 2.816283 1.195393 -3.651326 0.01 0.01 0.37 -0.047
C 4.665559 0.334855 -2.158955 0.27 -0.17 0.17 -0.381
C 4.482610 -1.188048 -2.161043 -0.71 0.36 0.11 -0.048
C 5.565547 0.757470 -0.998232 -0.06 -0.18 -0.15 -0.144
H -0.317188 -1.776050 5.438531 -0.04 0.10 0.23 0.061
H -1.411823 -0.981942 4.286335 -0.71 0.30 -0.30 -0.031
H -0.595755 0.103073 5.675394 -0.57 -0.23 1.08 -0.008
H 0.929140 -1.670948 3.355474 0.26 0.10 -0.11 0.098
H 1.622026 -0.393177 4.339570 -0.06 0.07 0.12 0.127
H -0.698218 0.071871 2.491671 0.01 0.26 -0.15 0.079
H 2.565928 -0.087059 2.080503 0.13 0.01 -0.08 0.101
H 1.715605 2.747495 1.949546 0.97 -0.48 0.01 0.074
H 1.933617 2.560485 0.263283 0.37 -0.19 0.16 0.087
H -0.857640 2.280383 1.437122 -0.06 -0.19 -0.19 0.067
H -0.332270 2.740413 -0.185661 -0.08 -1.47 0.26 -0.016
H 1.086799 4.589481 1.555033 0.49 0.01 0.07 0.051
H -0.564939 4.959004 0.785087 -0.08 1.11 2.59 -0.101
H 1.092156 -1.699804 -0.128415 0.39 0.39 0.40 0.050
H 0.130611 -1.636328 1.275344 0.28 0.03 0.16 0.071
H -0.725082 0.480676 -0.674668 0.15 0.07 0.12 0.087
H -0.840805 -1.157548 -1.214619 -0.95 0.57 0.73 0.006
H -2.900994 -0.525987 -0.213372 0.08 -0.06 -0.13 0.086
H -2.177732 -0.108423 1.294565 0.14 -0.07 0.06 0.089
H -1.742276 -2.937656 0.111070 -0.35 -0.14 -0.19 0.000
H -1.636806 -2.478279 1.726272 0.83 0.40 -1.58 -0.049
H -4.198801 -2.624371 0.038904 -0.13 -0.22 0.01 0.138
H -3.844926 -3.638073 1.429537 0.06 0.06 -0.76 0.032
H -3.890006 -0.844526 2.421330 0.21 0.07 -0.10 0.101
H -4.904487 -2.233408 2.839188 -0.12 0.27 -0.08 0.096
H -6.508788 -1.735856 1.209608 -0.04 0.02 0.02 0.132
H -6.168239 -0.264000 2.115907 -0.18 -0.21 0.13 0.101
H -4.914490 -0.734220 -0.625785 -0.05 -0.08 -0.01 0.100
H -6.483937 -0.024136 -0.402852 -0.05 0.00 0.07 0.136
H -3.840074 1.193708 0.418438 -0.01 -0.09 0.16 0.092
H -5.324815 1.650015 1.246041 -0.13 0.01 -0.05 0.133
H -3.785151 1.140379 -1.819642 0.00 -0.01 0.05 0.074
H -4.148594 2.814573 -2.305073 -0.06 0.03 0.04 0.072
H -5.281021 1.520672 -2.686892 0.01 -0.06 -0.01 0.101
H 1.323902 1.104847 -1.388215 0.02 0.09 0.08 0.101
H 2.031733 -0.465643 -1.795263 0.09 0.25 0.16 0.021
H 3.554094 2.122019 -1.820061 -0.11 0.06 -0.01 0.138
H 3.161634 0.324521 -4.210065 -0.13 -0.01 -0.10 0.083
H 3.182402 2.082912 -4.163794 0.03 -0.02 -0.05 0.085
H 1.719113 1.213449 -3.680639 -0.01 0.05 -0.14 0.066
H 5.200496 0.582155 -3.082752 -0.08 0.19 -0.01 0.130
H 5.400099 -1.707614 -2.419801 0.01 -0.06 0.02 0.095
H 3.693532 -1.478975 -2.868014 0.25 -0.14 -0.24 0.063
H 4.134602 -1.509630 -1.176860 0.22 -0.11 0.06 0.084
H 5.584163 1.862630 -0.912082 -0.22 -0.82 0.20 -0.105
H 6.584315 0.414508 -1.195180 0.05 0.15 0.01 0.067
H 5.268587 0.305458 -0.052937 -0.20 0.20 0.05 0.083
F 2.807346 3.989607 1.924842 -0.94 0.61 -0.20 -0.571
Be 7.127721 3.150518 -1.211865 0.50 0.70 -0.07 0.392
O -7.547812 -1.207864 4.119178 0.22 0.06 -0.10 -0.053
H -7.061583 -0.563648 4.643618 -0.15 0.01 0.13 0.040
H -8.469112 -0.933969 4.175737 -0.01 -0.05 0.04 0.050
Br -1.686861 -5.149911 0.908265 0.06 -0.04 1.53 -0.009
K 0.557473 -2.003026 -2.350153 0.47 -2.01 -1.64 0.946
O -2.643379 -6.975438 -4.153437 -0.47 -0.34 0.25 -0.125
P -2.358167 -6.449714 -2.749172 0.20 0.96 0.30 -0.170
O -1.050729 -5.675912 -2.734070 0.29 0.34 0.31 -0.323
O -2.320672 -7.684050 -1.857745 0.30 -0.41 -0.39 -0.137
O -3.501373 -5.548184 -2.286618 -0.13 0.25 -0.45 -0.256
C 7.948813 1.736292 -6.013596 0.06 -0.07 -0.08 0.046
N 8.661642 1.782454 -4.706580 0.07 0.00 0.03 -0.453
O 9.544148 0.978069 -4.514997 -0.03 -0.02 0.02 0.084
O 8.302998 2.636069 -3.915946 -0.04 -0.03 -0.11 -0.071
H 8.374987 0.934658 -6.604603 0.02 0.00 0.02 0.096
H 6.897725 1.563237 -5.802855 -0.01 0.06 0.01 0.089
H 8.087396 2.701381 -6.491125 -0.04 0.02 0.03 0.102
Ca -2.602586 -2.869637 3.267564 0.15 -1.54 1.24 1.450
Ca -0.560868 4.464138 -0.876301 0.25 0.62 -2.92 1.657
O -0.932778 0.928804 6.650421 0.20 -0.16 -1.39 -0.360
H -1.010315 1.555970 5.915012 -0.14 0.56 0.57 -0.093
```
Positions in Å, forces in eV/Å.

Kohn-Sham gap = 0.064 Eh
charge = +1

***

Calculated values (hartree) of calculated total energy for the records, taken in order: -2786.55065, -7438.38233.